No. 1
A single C24H25ClN2O4S molecule, computed with wB97M-V/def2-TZVPD.

**Relative energy (zero: lowest compared OMol25 entry of this formula, charge and spin)**: 0.0 kJ/mol
**HOMO level**: -8.373 eV
**E_tot**: -59822.454 eV
**Frontier orbital gap**: 0.3276 Ha

Structure (XYZ):
```
57
C24H25ClN2O4S | the OMol25 dataset | wB97M-V/def2-TZVPD
C 1.26313 4.70529 1.46359
C 1.78590 4.03827 0.19654
C 3.03654 3.21101 0.47487
N 0.75650 3.15488 -0.33688
S 0.99166 2.51998 -1.86015
O 2.09085 3.16713 -2.52051
O -0.28084 2.51128 -2.52603
C 1.44783 0.82146 -1.53821
C 1.29539 0.25112 -0.29167
C 1.65552 -1.07349 -0.10204
C 2.15625 -1.82938 -1.15708
C 2.52764 -3.27382 -0.98303
C 1.39007 -4.21525 -1.42924
C 0.36560 -4.38827 -0.32041
O 0.35734 -5.36068 0.39978
N -0.50043 -3.34089 -0.21313
C -1.52945 -3.16537 0.71184
C -1.90863 -4.14059 1.62468
C -2.95796 -3.89595 2.49560
Cl -3.41116 -5.11761 3.62727
C -3.65122 -2.69897 2.46642
C -3.27485 -1.72434 1.55881
C -2.21329 -1.93566 0.69306
O -1.81916 -1.01799 -0.25335
C -2.05151 0.32177 -0.01519
C -2.51611 1.09674 -1.06823
C -2.72250 2.45110 -0.88380
C -2.46404 3.03488 0.34520
C -1.98781 2.26019 1.39168
C -1.77773 0.90559 1.21734
C 2.29052 -1.23514 -2.40915
C 1.94120 0.08882 -2.60066
H 2.02809 5.35183 1.88468
H 0.38285 5.30608 1.24681
H 0.99743 3.94921 2.19837
H 2.03707 4.80564 -0.55033
H 2.81902 2.42587 1.19470
H 3.82150 3.84869 0.87282
H 3.38653 2.75994 -0.44915
H -0.18137 3.52276 -0.26730
H 0.90210 0.84857 0.51441
H 1.55224 -1.52434 0.87462
H 3.40884 -3.48819 -1.59019
H 2.77416 -3.48525 0.05863
H 0.92006 -3.83174 -2.33583
H 1.80424 -5.20302 -1.63370
H -0.37947 -2.55182 -0.83577
H -1.38092 -5.07904 1.64850
H -4.47663 -2.52767 3.13775
H -3.81447 -0.79023 1.51901
H -2.70481 0.63329 -2.02241
H -3.08294 3.04767 -1.70605
H -2.64185 4.09024 0.49334
H -1.78021 2.71164 2.35071
H -1.40992 0.29559 2.03012
H 2.68091 -1.81383 -3.23349
H 2.05231 0.57202 -3.55819
```

---

No. 2
A single C24H25ClN7O5P molecule in a non-equilibrium geometry, computed with wB97M-V/def2-TZVPD.

**Relative energy (zero: lowest compared OMol25 entry of this formula, charge and spin)**: 16.4 kJ/mol
**HOMO level**: -9.036 eV
**E_tot**: -67773.052 eV
**Frontier orbital gap**: 0.3201 Ha

Structure (XYZ):
```
63
C24H25ClN7O5P | the OMol25 dataset | wB97M-V/def2-TZVPD
C -3.62176 -0.23102 -0.28482
C -2.23634 -0.53006 -0.73199
N -2.01445 -1.17175 -1.85948
N -0.68727 -1.24531 -2.03343
C -0.17835 -1.85366 -3.23363
C -0.31555 -3.38195 -3.16436
C 0.06028 -3.98700 -4.41380
N 0.35818 -4.46170 -5.40976
C -0.03766 -0.66174 -1.01107
N 1.32929 -0.50808 -0.88221
C 2.23090 -1.54174 -0.89757
O 1.94527 -2.65022 -1.30426
C 3.60060 -1.19461 -0.43349
C 3.92867 -0.03781 0.27257
C 5.23060 0.18273 0.68223
C 6.21585 -0.74861 0.38692
Cl 7.83731 -0.46328 0.89898
C 5.90745 -1.90722 -0.31090
C 4.60466 -2.12265 -0.71107
C -1.00538 -0.18051 -0.13143
P -0.54890 0.73611 1.33984
O 0.74057 1.43289 1.22498
N -1.86423 1.79065 1.58044
C -2.28086 2.78210 0.73712
C -3.40406 3.55714 1.05911
C -3.83922 4.54220 0.20538
C -3.15853 4.76947 -0.98890
N -3.61220 5.79075 -1.87899
O -4.59132 6.43449 -1.55299
O -2.99577 5.95859 -2.91349
C -2.03664 4.01123 -1.31836
C -1.60296 3.02759 -0.46258
N -0.74743 -0.11334 2.80135
C -1.35070 -1.42534 2.67483
C -0.33858 -2.38361 1.99695
O 0.83035 -1.66366 1.67806
C 1.45166 -1.18117 2.84840
C 0.48939 -0.19859 3.55658
H -3.85644 0.81546 -0.48013
H -4.31512 -0.85096 -0.84623
H -3.74983 -0.41426 0.77998
H -0.76439 -1.46657 -4.07261
H 0.86854 -1.57250 -3.35480
H 0.34137 -3.76382 -2.37777
H -1.35308 -3.64310 -2.93890
H 1.54866 0.28428 -0.28662
H 3.18771 0.70384 0.53149
H 5.48403 1.07635 1.23082
H 6.67892 -2.62687 -0.53427
H 4.33815 -3.01845 -1.25148
H -2.38151 1.67764 2.44064
H -3.92610 3.37393 1.98682
H -4.70225 5.14624 0.43955
H -1.52325 4.21251 -2.24583
H -0.72872 2.44143 -0.69626
H -1.61915 -1.77707 3.67549
H -2.25839 -1.33690 2.07905
H -0.72213 -2.77223 1.05269
H -0.08953 -3.22619 2.65559
H 2.36239 -0.68034 2.51997
H 1.71735 -2.02181 3.50343
H 0.24877 -0.53211 4.56963
H 0.92116 0.80021 3.60460
```

---

No. 3
A molecular structure, C24H25CoN2O2P in a non-equilibrium geometry, computed with wB97M-V/def2-TZVPD.

**2S+1**: 2
**Relative energy (zero: lowest compared OMol25 entry of this formula, charge and spin)**: 46.1 kJ/mol
**Expectation value of S²**: 0.77
**Charge**: +2
**HOMO level (spin up / spin down)**: -14.758 / -14.747 eV
**E_tot**: -79267.814 eV
**Frontier orbital gap (spin up / spin down)**: 0.2661 / 0.2658 Ha

Structure (XYZ):
```
55
C24H25CoN2O2P | the OMol25 dataset | wB97M-V/def2-TZVPD
Co 0.75346 0.48240 0.21066
O 4.08222 0.57782 0.49035
N 2.80658 0.95254 0.39098
C 2.58372 2.21710 0.47441
C -0.65752 3.53634 -0.75473
C -0.66576 4.65942 -1.55808
C -1.63218 4.77120 -2.54947
C -2.55843 3.75895 -2.73577
C -2.52050 2.62437 -1.93503
C -1.57899 2.50178 -0.91983
P -1.41856 0.96931 0.04474
C -2.53522 -0.23134 -0.68086
C -2.05136 -1.14334 -1.61680
C -2.91802 -2.04173 -2.21846
C -4.26501 -2.03230 -1.88016
C -4.74949 -1.12635 -0.94550
C -3.88867 -0.22371 -0.34120
C -2.00106 1.38400 1.70101
C -1.69268 0.52444 2.75577
C -2.14771 0.79791 4.03466
C -2.91396 1.93337 4.26612
C -3.22612 2.79103 3.22100
C -2.77234 2.52099 1.93774
H 4.10605 -0.38788 0.41242
H 3.36022 2.96570 0.61836
H 0.06420 5.44803 -1.41749
H -1.64798 5.64921 -3.18028
H -3.30734 3.84473 -3.51061
H -3.23414 1.82826 -2.10235
H -1.00391 -1.13766 -1.89013
H -2.54741 -2.74608 -2.95106
H -4.94130 -2.73551 -2.34726
H -5.79901 -1.12565 -0.68451
H -4.26512 0.47281 0.39816
H -1.11973 -0.37755 2.57528
H -1.91197 0.12638 4.84905
H -3.27140 2.14749 5.26424
H -3.82782 3.67119 3.40283
H -3.02279 3.19508 1.12807
N 0.43255 3.41798 0.19458
C 1.15021 2.33522 0.25205
H 0.91425 4.31017 0.30902
C 1.51675 -3.44085 1.26837
C 1.72701 -3.63575 -0.23538
C 1.46385 -2.25459 -0.83035
O 0.76091 -1.49755 0.20542
C 0.43589 -2.38536 1.31779
H 2.42471 -3.07783 1.75272
H 1.21185 -4.35722 1.76866
H 1.01652 -4.35926 -0.63193
H 2.72756 -3.98926 -0.47297
H 0.82879 -2.29576 -1.71351
H 2.37384 -1.70451 -1.07902
H -0.56075 -2.79535 1.14440
H 0.44271 -1.79172 2.22932
```

---

No. 4
A molecular structure, C24H25F6N5PRuS4 in a non-equilibrium geometry, computed with wB97M-V/def2-TZVPD.

**Relative energy (zero: lowest compared OMol25 entry of this formula, charge and spin)**: 290.9 kJ/mol
**Charge**: +1
**HOMO level (spin up / spin down)**: -10.938 / -10.854 eV
**E_tot**: -104260.816 eV
**Frontier orbital gap (spin up / spin down)**: 0.2321 / 0.2289 Ha

Structure (XYZ):
```
66
C24H25F6N5PRuS4 | the OMol25 dataset | wB97M-V/def2-TZVPD
Ru 1.14584 -0.41558 0.21333
S 2.05674 2.18963 1.87439
C 2.69358 3.23609 0.62445
C 2.93638 4.56377 0.99271
C 3.44820 5.46860 0.08115
C 3.75049 5.05968 -1.21080
C 3.52366 3.74639 -1.58587
C 2.97237 2.83503 -0.69114
S 2.75985 1.17249 -1.29314
C 1.32837 1.39915 -2.38191
C 0.08446 1.79828 -1.63937
C -0.93303 2.50286 -2.26997
C -2.08227 2.79147 -1.56120
C -2.18489 2.40204 -0.23266
C -1.12666 1.72564 0.34499
C -1.13811 1.34696 1.78865
S -0.54208 -0.36599 2.03211
C 0.54698 -0.30098 3.45478
C -0.05469 -0.40038 4.70300
C 0.72033 -0.48852 5.85072
C 2.10265 -0.53267 5.74925
C 2.70772 -0.44621 4.50742
C 1.94062 -0.31988 3.34842
S 2.82679 -0.10784 1.84806
N -0.02997 1.42716 -0.36067
H 2.72496 4.86897 2.00956
H 3.62638 6.49114 0.38518
H 4.17027 5.76028 -1.91975
H 3.77940 3.40852 -2.58269
H 1.17858 0.41825 -2.83512
H 1.57229 2.11999 -3.16061
H -0.82173 2.79806 -3.30430
H -2.89877 3.31795 -2.03755
H -3.07184 2.62608 0.34385
H -2.14170 1.40747 2.20323
H -0.46311 1.98766 2.35041
H -1.13543 -0.41321 4.76453
H 0.23980 -0.55405 6.81739
H 2.71292 -0.63069 6.63658
H 3.78486 -0.48335 4.40722
C -4.62988 -2.33825 -0.91852
C -4.18006 -3.24356 -2.06253
C -4.35940 -2.55806 -3.41586
C -2.74297 -3.73985 -1.85417
N -1.76228 -2.66357 -1.73530
C -1.09725 -2.28451 -0.64983
N -0.33006 -1.27135 -0.98684
N -0.54286 -1.04348 -2.29834
N -1.40104 -1.87085 -2.75183
H -5.66180 -2.02763 -1.07956
H -4.01524 -1.43500 -0.86286
H -4.58156 -2.85576 0.04236
H -4.79158 -4.14969 -2.04862
H -3.77017 -1.64453 -3.48035
H -5.40926 -2.30242 -3.56176
H -4.05989 -3.21922 -4.23014
H -2.44658 -4.37102 -2.69048
H -2.67986 -4.31830 -0.93381
H -1.15041 -2.76108 0.31223
F 1.36730 -2.74525 0.70053
P 2.46292 -3.40535 -0.45521
F 2.51223 -1.84245 -1.10559
F 3.46438 -3.89897 -1.55775
F 3.62718 -2.95620 0.53946
F 1.18293 -3.64978 -1.40344
F 2.28501 -4.81408 0.22356
```

---

No. 5
A molecular structure, C24H25FeN3S3Si, computed with wB97M-V/def2-TZVPD.

**2S+1**: 6
**Expectation value of S²**: 8.77
**Charge**: -1
**HOMO level (spin up / spin down)**: -3.802 / -4.186 eV
**E_tot**: -104538.621 eV
**Frontier orbital gap (spin up / spin down)**: 0.2218 / 0.2358 Ha

Structure (XYZ):
```
57
C24H25FeN3S3Si | the OMol25 dataset | wB97M-V/def2-TZVPD
Fe 0.65046 0.80680 0.54623
S 1.34749 1.77295 2.57938
C -0.11904 1.60584 3.53637
C -0.24535 2.34733 4.71490
C -1.38693 2.28104 5.49513
C -2.43902 1.45978 5.10338
C -2.33144 0.72180 3.93880
C -1.18610 0.77820 3.13903
S -1.13774 -0.18816 1.67460
H 0.57687 2.99056 5.00623
H -1.45773 2.86989 6.40215
H -3.34375 1.40316 5.69660
H -3.15379 0.09644 3.61301
C 3.60071 -3.98302 -1.69052
Si 1.73578 -4.12888 -1.80220
C 1.35063 -5.23889 -3.27539
C 1.02482 -4.93567 -0.27404
C 0.93362 -2.46211 -2.13612
C 0.16363 -2.24264 -3.26469
C -0.46463 -1.01618 -3.49466
C -0.29722 -0.02883 -2.54974
N 0.44233 -0.19678 -1.45473
C 1.05572 -1.37923 -1.22281
S 1.94624 -1.41884 0.24969
H 4.05334 -4.97455 -1.60117
H 3.89024 -3.38510 -0.82623
H 4.00421 -3.50719 -2.58821
H 1.82501 -6.21309 -3.12946
H 1.73141 -4.82390 -4.21212
H 0.27756 -5.40965 -3.38966
H 1.48301 -5.91534 -0.11059
H -0.05300 -5.07877 -0.38214
H 1.19481 -4.31574 0.60530
H 0.03168 -3.04111 -3.98761
H -1.07265 -0.84266 -4.37137
H -0.76503 0.94351 -2.65929
C -0.13671 2.64509 -0.37417
C -1.52462 2.85841 -0.00432
C -2.59043 2.40280 -0.80057
C -3.90083 2.54613 -0.40416
C -4.20529 3.16658 0.81128
C -3.16384 3.64987 1.60774
C -1.85592 3.50760 1.19946
C -5.56835 3.31472 1.22368
N -6.66891 3.43711 1.54310
H 0.54739 3.36180 0.07338
H 0.03557 2.51596 -1.44067
H -2.37420 1.90051 -1.73823
H -4.70435 2.17307 -1.02683
H -3.38829 4.11985 2.55714
H -1.05449 3.86289 1.83437
C 4.85808 1.50970 -1.76215
C 3.63915 1.59488 -0.97289
N 2.69760 1.63444 -0.32539
H 4.66312 0.93927 -2.66869
H 5.62583 1.00182 -1.18133
H 5.20331 2.50654 -2.02884
```

---

No. 6
A single C24H25N3O4S molecule, computed with wB97M-V/def2-TZVPD.

**Relative energy (zero: lowest compared OMol25 entry of this formula, charge and spin)**: 245.2 kJ/mol
**HOMO level**: -8.139 eV
**E_tot**: -48789.403 eV
**Frontier orbital gap**: 0.3201 Ha

Structure (XYZ):
```
57
C24H25N3O4S | the OMol25 dataset | wB97M-V/def2-TZVPD
C 3.47047 5.73100 -3.66691
O 4.44791 4.86646 -3.13883
C 4.00747 4.05570 -2.08179
C 3.10420 2.89069 -2.54220
N 2.89301 1.94739 -1.48011
C 3.70963 0.87392 -1.20264
C 4.88730 0.52490 -2.04226
C 3.21464 0.23952 -0.10224
C 2.06296 0.95617 0.32998
C 1.17438 0.64415 1.42946
O 0.35223 1.41360 1.88705
C 1.35155 -0.74604 2.03943
S -0.26413 -1.35906 2.58959
C -1.12343 -1.06442 1.09826
N -0.41709 -0.74360 0.07152
C -1.05635 -0.44420 -1.09445
C -0.30251 -0.08525 -2.21831
C -0.94074 0.23915 -3.39224
C -2.33300 0.20928 -3.48168
C -3.08639 -0.15490 -2.38945
C -2.45826 -0.48601 -1.18700
C -3.24320 -0.88567 -0.02627
O -4.45318 -0.97904 0.00360
N -2.48056 -1.16986 1.11513
C -3.17901 -1.58297 2.31910
C -2.88295 -3.00758 2.65619
C -2.80965 -4.12200 1.87221
C -2.47698 -5.19052 2.74004
C -2.37611 -4.64395 3.98069
O -2.61746 -3.32368 3.93882
C 1.90474 2.02004 -0.55155
C 0.82924 3.04146 -0.59732
H 3.00407 6.33028 -2.87618
H 3.99054 6.39009 -4.35899
H 2.68979 5.18740 -4.20974
H 3.48221 4.65497 -1.32389
H 4.91559 3.64827 -1.62954
H 3.58847 2.39063 -3.38455
H 2.13609 3.27376 -2.87278
H 5.40148 -0.32295 -1.59874
H 5.58817 1.35549 -2.11596
H 4.58169 0.24758 -3.05220
H 3.64390 -0.62571 0.36126
H 1.97122 -0.69074 2.93510
H 1.76493 -1.45622 1.32893
H 0.77216 -0.07322 -2.13155
H -0.35904 0.51812 -4.25953
H -2.81609 0.46801 -4.41179
H -4.16436 -0.19490 -2.43103
H -4.24567 -1.44167 2.10805
H -2.88091 -0.94789 3.15904
H -2.97615 -4.17372 0.81541
H -2.33692 -6.21720 2.47129
H -2.15064 -5.07109 4.93725
H 1.23471 4.04981 -0.52048
H 0.26025 2.96496 -1.52552
H 0.15707 2.87416 0.23850
```